[1]
The following is a quantum chemistry calculation of a molecular structure, C52H42AsBF3N2NiO6Sb, from OMol25.

The value obtained for the energy relative to the best compared isomer or geometry (same formula, charge and spin) is 0.000 eV. Its charge is 0. The value obtained for the orbital gap (spin up / spin down) is 7.7 / 7.6 eV.

Each line ends with the Mulliken charge.
Cartesian coordinates (Å):
Ni -0.54272 -0.77717 0.45651  1.52
C 2.39760 -0.50140 3.43731  -1.81
C 1.30365 0.19182 2.65275  2.56
C 0.88912 1.49917 3.31509  -1.62
O 0.11954 -0.64504 2.56971  -0.69
C 1.80602 0.50688 1.23212  -0.60
O 2.63168 1.40747 1.14799  -0.78
O 1.27980 -0.15462 0.26352  0.14
H 2.06185 -0.72792 4.45325  0.41
H 3.26916 0.14908 3.48066  0.52
H 2.69429 -1.42869 2.94422  0.30
H 0.27314 1.29407 4.19462  0.43
H 0.32864 2.12240 2.61556  -0.14
H 1.77457 2.06106 3.60387  0.43
H 0.35929 -1.56921 2.73491  -0.04
F -0.21969 8.23529 2.06516  -0.35
C 0.18408 7.17673 1.33161  0.33
C 1.47782 6.72663 1.47100  -0.88
C 1.88189 5.61960 0.72878  -0.34
C 1.01309 4.98750 -0.16483  0.02
C -0.29702 5.47444 -0.25620  -0.39
C -0.72029 6.57417 0.48341  -0.84
Sb 1.37537 3.05955 -1.02970  0.64
C 3.39277 3.16368 -1.70261  0.49
C 3.83346 2.04592 -2.41452  -0.57
C 5.16793 1.89669 -2.77018  -0.64
C 6.05957 2.87470 -2.38442  0.26
F 7.36511 2.72241 -2.69602  -0.34
C 5.67014 3.99783 -1.69181  -0.76
C 4.32732 4.13429 -1.35141  -0.21
C 0.48808 3.47046 -2.96828  0.26
C 0.18760 2.34861 -3.74620  -0.46
C -0.43215 2.46076 -4.98959  -0.60
C -0.76567 3.71953 -5.43691  0.35
F -1.38425 3.84119 -6.63169  -0.35
C -0.49373 4.85871 -4.71004  -0.71
C 0.14011 4.72465 -3.47782  -0.30
H 2.14873 7.22726 2.15754  0.47
H 2.88686 5.24383 0.87477  0.40
H -1.00918 4.99244 -0.92083  0.52
H -1.73298 6.95436 0.41795  0.48
H 3.13145 1.26390 -2.68967  0.21
H 5.52059 1.03337 -3.32033  0.45
H 6.40568 4.74410 -1.41995  0.46
H 4.02058 5.02788 -0.82357  0.35
H 0.43871 1.35720 -3.37676  0.35
H -0.66011 1.59478 -5.59959  0.46
H -0.77167 5.82678 -5.10820  0.46
H 0.36658 5.62112 -2.91027  0.46
C 3.32630 -7.72595 0.01239  -0.48
C 2.29074 -7.27725 -0.79464  -0.80
C 1.87847 -5.94954 -0.73683  -0.04
C 2.50715 -5.06124 0.12747  0.47
C 3.55676 -5.51367 0.92680  -0.42
C 3.95918 -6.84079 0.87888  -0.68
As 1.98680 -3.17382 0.37693  0.45
C 0.91398 -3.68493 1.95191  -0.94
C 1.35646 -3.83046 3.26027  -0.20
C 0.48062 -4.29178 4.23874  -0.88
C -0.83788 -4.58545 3.91140  -0.94
C -1.28551 -4.44083 2.60452  -0.68
C -0.40453 -4.01006 1.62071  0.97
C -0.71995 -3.87006 0.17708  0.62
C -1.86085 -4.35225 -0.45450  -0.05
C -2.00189 -4.19899 -1.82733  -0.96
C -1.02006 -3.55664 -2.57559  -0.80
C 0.13797 -3.10150 -1.95472  -1.47
C 0.29588 -3.27141 -0.58458  1.02
H 3.64827 -8.75817 -0.03969  0.37
H 1.79539 -7.96267 -1.47153  0.41
H 1.06251 -5.62029 -1.37008  0.26
H 4.06640 -4.82597 1.59398  0.38
H 4.76543 -7.18402 1.51539  0.39
H 2.38268 -3.60890 3.52313  0.52
H 0.82977 -4.42132 5.25497  0.44
H -1.51976 -4.93217 4.67701  0.44
H -2.31987 -4.65362 2.35953  0.36
H -2.63499 -4.85565 0.11324  0.43
H -2.89314 -4.57466 -2.31494  0.50
H -1.14135 -3.44011 -3.64521  0.47
H 0.92792 -2.64967 -2.54367  0.51
N -2.15862 3.99921 2.75094  -0.15
C -3.11397 3.71390 1.82822  -0.08
O -4.23801 4.17186 1.86214  -0.66
C -2.68950 2.78853 0.72299  -0.19
C -3.19994 2.98052 -0.55095  -0.46
C -2.78768 2.14360 -1.56874  -1.35
C -1.87334 1.14747 -1.28037  -0.57
N -1.39802 0.94037 -0.05130  1.98
C -1.82379 1.73378 0.93658  -1.16
H -2.38807 4.66030 3.47332  0.25
H -1.19709 3.73855 2.62057  0.11
H -3.90636 3.78365 -0.72021  0.54
H -3.15439 2.25603 -2.57983  0.53
H -1.50382 0.49331 -2.05505  0.59
H -1.46812 1.49105 1.92898  1.48
O -3.01471 -1.45015 -0.78914  -0.16
B -2.34908 -1.44406 0.45916  0.12
O -3.20427 -1.93676 1.44346  -0.37
C -4.36798 -2.29863 0.79252  1.06
C -5.49954 -2.86430 1.32646  -1.43
C -6.53200 -3.16117 0.43131  -0.54
C -6.40799 -2.89133 -0.92780  -0.67
C -5.25378 -2.29606 -1.44655  -0.92
C -4.25091 -2.00997 -0.55096  0.24
H -5.58041 -3.06625 2.38677  0.52
H -7.44235 -3.61100 0.80365  0.41
H -7.21823 -3.14828 -1.59834  0.40
H -5.14938 -2.06855 -2.49982  0.54

Force components x, y, z for each atom (eV/Å):
-0.1 0.4 0.0
0.0 -0.1 0.1
-0.3 -0.1 -0.1
-0.1 0.0 0.1
0.0 -0.2 0.1
-0.3 0.0 -0.1
0.4 -0.1 -0.2
0.4 0.2 0.1
0.0 0.0 0.0
0.0 0.0 0.0
0.0 0.0 0.0
0.1 0.0 0.0
0.0 0.0 0.1
0.0 0.0 0.0
0.1 0.0 0.2
0.0 0.0 0.0
0.0 0.1 0.0
0.2 -0.1 0.0
-0.1 0.0 0.0
-0.1 0.1 0.2
0.1 0.1 0.0
-0.1 -0.2 -0.1
-0.3 -0.1 -0.3
0.3 0.0 0.1
0.1 0.1 0.0
-0.2 -0.1 0.0
0.1 0.0 -0.1
0.0 0.0 0.0
-0.1 0.1 0.1
0.0 0.0 -0.2
-0.1 0.1 -0.2
0.0 0.1 -0.1
0.1 -0.2 0.2
-0.1 0.0 -0.1
0.0 0.0 0.0
0.1 0.1 0.2
0.0 -0.1 0.0
0.0 0.0 0.0
0.0 0.0 0.0
0.0 0.0 0.0
0.0 0.0 0.0
0.0 0.0 0.0
0.0 0.0 0.0
0.0 0.0 0.0
0.0 0.0 0.0
0.0 0.0 0.0
0.0 0.0 0.0
0.0 0.0 0.0
0.0 0.0 0.0
0.0 0.1 0.0
0.0 0.0 0.0
0.0 -0.1 0.0
0.0 0.0 -0.1
0.0 0.0 -0.1
-0.1 0.0 -0.1
0.1 -0.1 0.4
0.1 0.0 0.0
-0.1 -0.1 0.0
0.0 0.0 -0.1
0.0 0.0 -0.1
0.0 0.0 0.0
-0.1 0.0 -0.2
0.0 0.0 0.2
-0.1 0.0 -0.1
0.0 0.0 0.0
0.0 0.0 0.1
-0.1 0.0 -0.1
0.1 -0.1 0.0
0.0 0.0 0.0
0.0 0.0 0.0
0.0 0.0 0.0
0.0 0.0 0.0
0.0 0.0 0.0
0.0 0.0 0.0
0.0 0.0 0.0
0.0 0.0 0.0
0.0 0.0 0.0
0.0 0.0 0.0
0.0 0.0 0.0
0.0 0.0 0.0
0.0 0.0 0.0
-0.1 -0.1 0.0
0.0 0.0 0.0
0.1 0.1 0.0
0.1 0.1 0.2
-0.1 0.1 -0.1
0.0 0.1 -0.1
0.2 0.1 -0.1
-0.5 -0.6 0.0
0.2 0.0 0.0
0.0 0.0 0.0
0.0 0.1 0.0
0.0 0.0 0.0
0.0 0.0 0.0
0.0 -0.1 0.0
0.0 0.0 0.0
-0.4 -0.1 0.2
0.2 0.0 -0.4
-0.2 -0.1 0.0
0.2 0.1 0.4
-0.2 -0.1 0.0
0.1 0.0 0.0
0.1 0.1 0.0
-0.2 -0.1 0.0
0.3 0.2 -0.3
0.0 0.0 0.0
0.0 0.0 0.0
0.0 0.0 0.0
0.0 0.0 0.0

***

[2]
The following is a quantum chemistry calculation of a molecular structure, C33H57N3O5PdSi in a non-equilibrium geometry, from OMol25.

The value obtained for the energy relative to the best compared isomer or geometry (same formula, charge and spin) is 8.635 eV. Its charge is 0. The spin multiplicity is 3. The value obtained for the orbital gap (spin up / spin down) is 5.4 / 5.8 eV.

Each line ends with the Löwdin spin population.
Cartesian coordinates (Å):
O 0.40421 -2.70862 -1.74071  0.00
O -1.04878 -2.00606 -3.51869  0.00
C 1.71591 -2.72704 -2.41426  0.00
C 2.74364 -3.37962 -1.52292  0.00
H 1.96958 -1.68232 -2.63992  0.00
H 1.58703 -3.25647 -3.36465  0.00
H 2.86810 -2.84220 -0.57878  0.00
H 3.69135 -3.34302 -2.05207  0.00
H 2.51878 -4.42974 -1.31410  0.00
C -0.26320 -4.05867 -1.65654  0.00
C -0.21139 -4.92538 -2.88692  0.00
H -1.29262 -3.83980 -1.34320  0.00
H 0.27600 -4.52432 -0.83618  0.00
H -0.60617 -4.45083 -3.79175  0.00
H -0.83925 -5.79951 -2.68676  0.00
H 0.79463 -5.30873 -3.08917  0.00
C -2.50092 -1.88436 -3.16503  0.00
C -0.44182 -1.38852 -4.72573  0.00
C -3.21832 -3.10130 -3.66932  0.00
H -2.82452 -0.93932 -3.59726  0.00
H -2.51653 -1.82430 -2.06997  0.00
H -3.12924 -3.22243 -4.75114  0.00
H -4.26461 -2.96497 -3.42172  0.00
H -2.86701 -4.01051 -3.17344  0.00
C -0.89739 -2.15963 -5.92932  0.00
H 0.63890 -1.46076 -4.56041  0.00
H -0.74762 -0.34159 -4.71513  0.00
H -0.71629 -3.23496 -5.82963  0.00
H -0.32089 -1.79337 -6.76842  0.00
H -1.95246 -1.97884 -6.13372  0.00
H -0.37337 -2.04497 -2.59605  0.00
N 1.67569 1.09228 1.93965  0.13
C 1.46627 2.31947 2.34561  0.00
C 0.29629 3.09783 2.11569  0.00
C -0.98826 2.75459 1.74317  0.01
C 2.64289 3.00588 2.97136  0.01
H 3.43532 3.15416 2.22448  0.00
H 3.05229 2.44707 3.82517  0.00
H 2.33754 3.98048 3.33761  0.00
C -2.01348 3.84192 1.55923  0.01
H -2.81451 3.74337 2.30431  0.00
H -2.45354 3.77042 0.55309  0.00
H -1.56721 4.83879 1.66733  0.00
N -1.43203 1.50735 1.54335  0.16
C 2.75421 0.26664 2.28682  0.01
C 3.79651 0.23122 1.33848  0.01
C 3.74976 0.94013 0.01713  0.00
C 4.95539 -0.45693 1.64913  0.00
H 5.76294 -0.49535 0.92578  0.00
C 5.10661 -1.08122 2.88761  0.02
H 6.03131 -1.62191 3.11590  0.00
C 4.09929 -1.00691 3.83450  0.00
H 4.23802 -1.46539 4.80860  0.00
C 2.94904 -0.31387 3.54565  0.01
C 2.01489 -0.18790 4.66122  0.01
C -2.67490 1.04396 1.98809  0.01
C -3.74725 0.85776 1.09808  0.02
C -3.64791 1.19382 -0.36018  0.00
C -4.97625 0.40544 1.58864  0.00
H -5.81092 0.27239 0.90650  0.00
C -5.14349 0.12151 2.94632  0.02
H -6.10129 -0.23693 3.31425  0.00
C -4.10682 0.29952 3.83364  0.00
H -4.22356 0.11158 4.89793  0.00
C -2.89307 0.77768 3.37742  0.02
C -1.99809 1.16979 4.45042  0.03
Pd -0.02695 0.05843 1.00298  0.91
H 3.75504 0.20861 -0.81108  0.00
H 4.65992 1.55345 -0.11303  0.00
H 2.88824 1.60362 -0.11052  0.00
H 1.54602 0.78221 4.72279  0.00
H 2.40390 -0.27395 5.66766  0.00
H 1.35387 -1.05726 4.63952  0.00
H -4.26328 0.50495 -0.95762  0.00
H -2.61954 1.12073 -0.73309  0.00
H -4.01626 2.21449 -0.56637  0.00
H -0.84429 0.70241 3.99532  0.01
H -2.04095 0.59272 5.36234  0.00
H -1.58441 2.17200 4.55787  0.00
H 0.49912 4.16219 2.26756  0.00
C 0.29323 0.62906 -0.92520  0.22
Si 0.41121 2.21834 -1.83899  0.05
H 1.23908 0.07490 -0.59253  0.02
H -0.64749 -0.00847 -0.90031  0.03
C 1.68669 2.04259 -3.20463  0.01
C 1.01436 3.71672 -0.88057  0.01
C -1.25123 2.71694 -2.55004  0.00
H -1.77540 1.85981 -3.00121  0.00
H -1.11050 3.48329 -3.33285  0.00
H -1.90207 3.15166 -1.77249  0.00
H 2.59591 1.55636 -2.81779  0.00
H 1.96133 3.03997 -3.58399  0.00
H 1.29778 1.44667 -4.04279  0.00
H 1.85424 3.48933 -0.20582  0.00
H 0.20110 4.16674 -0.28852  0.00
H 1.36493 4.48335 -1.59393  0.00
O -0.74685 -1.40358 4.63268  0.11
N -0.22659 -0.28948 4.74949  0.31
O -0.04005 0.58883 5.64017  0.15
O 0.12252 -0.05406 2.88581  -0.34

Force components x, y, z for each atom (eV/Å):
-0.5 -0.3 -1.1
0.1 0.4 0.6
-0.4 -0.2 0.5
0.1 0.1 -0.1
-0.2 -0.2 0.3
0.2 0.0 0.1
-0.1 0.0 -0.1
0.2 -0.1 0.0
0.0 0.1 0.0
0.8 1.0 0.5
0.1 -0.3 -0.3
0.4 0.0 0.0
-0.3 -0.2 0.1
0.1 0.0 0.3
0.1 0.1 0.0
-0.2 0.1 0.0
1.2 0.1 -0.4
-0.6 -0.3 0.9
-0.2 0.0 0.0
-0.2 0.0 0.1
0.0 0.2 -0.3
0.0 0.0 0.2
-0.3 -0.1 0.0
0.0 0.2 -0.1
0.0 0.1 -0.1
-0.3 0.1 0.0
0.1 0.0 -0.2
0.0 0.2 0.0
0.0 0.0 -0.4
0.1 -0.1 -0.1
0.1 -0.6 -0.1
-1.2 0.7 -0.5
0.6 -1.1 -0.5
0.6 0.6 0.0
-0.4 -0.9 0.4
0.2 0.4 0.5
-0.1 -0.1 0.2
-0.1 0.0 -0.4
0.1 0.2 0.1
-0.1 0.5 0.3
0.1 0.0 -0.2
0.1 -0.1 0.3
-0.1 -0.2 0.0
0.4 0.6 -0.2
1.1 1.2 -0.5
0.0 -0.4 0.2
0.2 0.3 -0.6
0.2 -0.5 0.5
0.0 0.0 0.0
0.6 -0.3 -0.3
-0.3 0.2 -0.1
1.2 -0.3 -0.8
-0.1 0.1 -0.1
0.1 0.1 0.5
1.0 0.1 0.4
-0.8 0.1 0.4
-0.2 -0.3 0.3
0.2 0.0 -0.5
0.2 -0.1 0.5
0.1 0.0 0.0
-0.6 -0.3 -0.5
0.0 0.0 -0.1
-0.4 -0.3 -0.5
-0.1 0.1 -0.2
-0.7 1.4 0.1
3.5 -1.2 -2.2
-0.1 1.1 0.7
-0.1 0.3 0.2
-0.3 -0.2 0.1
0.2 -0.3 0.1
0.2 -0.3 -0.8
1.2 -0.1 0.2
0.5 0.4 -0.3
0.0 0.2 0.1
-0.2 0.1 0.2
0.2 -0.3 0.1
-3.9 2.1 -0.9
-1.1 0.6 0.1
-0.6 0.2 -0.1
-0.3 -0.3 -0.2
0.4 -1.1 -0.8
0.1 -0.4 0.6
-0.6 0.4 -1.5
0.6 0.3 -1.0
0.1 0.1 -0.4
0.1 0.5 0.0
-0.3 0.2 -0.3
0.0 0.2 0.1
-0.1 -0.2 0.2
0.2 -0.2 -0.3
-0.2 0.1 -0.1
0.0 -0.3 0.0
0.2 0.1 0.1
-0.3 0.1 -0.2
0.4 -0.2 -0.2
-0.1 -0.2 0.2
0.6 2.1 2.9
-2.3 -0.9 0.6
0.0 -4.1 0.8
0.4 -0.6 2.9

***

[3]
The following is a quantum chemistry calculation of 2 unconnected molecules or ions with the total composition C5H8N2O in a non-equilibrium geometry, from OMol25.

The value obtained for the energy relative to the best compared isomer or geometry (same formula, charge and spin) is 4.691 eV. Its charge is 0. The value obtained for the orbital gap is 9.0 eV.

Each line ends with the natural charge from an NBO analysis.
Cartesian coordinates (Å):
C -0.25514 -0.82276 -0.85140  -0.46
C 1.06759 0.91594 2.25914  -0.24
C -0.90100 -1.40737 -2.09451  -0.60
C 0.49134 0.29377 -1.01255  0.48
O -0.11428 1.17042 1.49947  -0.53
N 1.07273 1.32280 -1.24051  -0.64
C -1.02774 0.17035 1.19567  0.50
N -2.08352 -0.20616 1.51369  -0.39
H 0.12553 -1.61553 -0.21411  0.25
H 0.72772 2.25664 -1.05669  0.40
H 0.75422 0.31261 3.11689  0.19
H 1.81432 0.40626 1.64060  0.18
H 1.53787 1.86651 2.51190  0.21
H -0.22723 -2.06885 -2.63984  0.21
H -1.79032 -1.98993 -1.85747  0.22
H -1.19209 -0.60468 -2.77028  0.21

Force components x, y, z for each atom (eV/Å):
2.3 0.2 -1.2
0.0 -1.1 -0.3
-0.5 0.5 -0.1
-1.3 -1.1 0.1
-1.2 -0.9 -1.8
0.6 0.0 -0.5
0.4 2.8 3.2
0.3 -0.8 -0.9
-0.1 0.5 0.6
-0.2 -0.2 0.4
0.6 0.2 0.1
-0.2 -0.3 0.2
-0.6 0.1 0.2
0.2 0.0 0.1
-0.1 0.1 0.2
-0.1 -0.1 -0.1

***

[4]
The following is a quantum chemistry calculation of a molecular structure, C22H20N8O3RuSSe, from OMol25.

The value obtained for the energy relative to the best compared isomer or geometry (same formula, charge and spin) is 0.214 eV. Its charge is +1. The spin multiplicity is 2. The value obtained for the orbital gap (spin up / spin down) is 7.9 / 7.1 eV.

Each line ends with the Löwdin spin population.
Cartesian coordinates (Å):
Ru 0.11918 0.13163 0.50085  0.85
O -0.92340 3.20142 -1.74550  0.01
C -0.96651 2.20760 -1.07004  0.00
O -0.09928 1.20971 -1.15965  0.03
C -2.04944 1.96198 -0.05405  0.00
C -3.21680 2.69525 -0.05892  0.00
C -4.19213 2.39264 0.87988  0.00
C -3.95757 1.37063 1.78293  0.00
C -2.75371 0.68653 1.73026  0.00
N -1.81680 0.97802 0.82963  -0.01
H -3.32674 3.48591 -0.78756  0.00
H -5.11989 2.94816 0.90654  0.00
H -4.68573 1.10182 2.53446  0.00
H -2.52359 -0.09803 2.43392  0.00
N 2.62143 1.71678 -1.01266  0.00
C 3.01328 0.49789 -0.62923  0.00
N 4.28833 0.16681 -0.78183  0.00
C 4.64082 -1.05012 -0.37744  0.00
N 5.90882 -1.42547 -0.54346  0.00
N 3.80720 -1.94291 0.20742  0.00
C 2.58474 -1.50950 0.35904  0.00
N 2.09327 -0.33508 -0.05750  -0.01
C 1.63337 -2.33157 1.13570  0.01
C 1.87161 -3.65708 1.44053  0.00
C 0.94346 -4.33317 2.21816  0.01
C -0.17414 -3.65497 2.67585  0.00
C -0.34305 -2.32752 2.32329  0.01
N 0.54025 -1.68254 1.56180  0.00
H 3.31182 2.26339 -1.50169  0.00
H 1.64150 1.84572 -1.24998  0.00
H 6.56342 -0.79064 -0.96454  0.00
H 6.20306 -2.33388 -0.23360  0.00
H 2.77659 -4.12172 1.07785  0.00
H 1.09871 -5.37276 2.47308  0.00
H -0.90950 -4.13684 3.30378  0.00
H -1.18722 -1.75084 2.67307  0.00
Se 1.13570 1.75916 2.05191  0.07
C 0.08218 0.98934 3.36054  0.01
N -0.60592 0.45094 4.11556  0.01
C -1.59615 -3.09328 -2.40214  0.00
S -0.79290 -1.53057 -2.09691  0.00
O -1.05276 -1.33701 -0.59580  0.01
C -1.91242 -0.44616 -2.94658  0.00
C -3.22064 -0.29778 -2.50545  0.00
C -4.04267 0.60899 -3.15316  0.00
C -3.55482 1.35096 -4.22349  0.00
C -2.24356 1.19764 -4.64839  0.00
C -1.40822 0.29906 -4.00073  0.00
H -2.62108 -3.04256 -2.04068  0.00
H -1.03586 -3.85500 -1.86329  0.00
H -1.57040 -3.28806 -3.47321  0.00
H -3.58392 -0.85927 -1.65288  0.00
H -5.06452 0.74056 -2.82302  0.00
H -4.20083 2.06130 -4.72166  0.00
H -1.86499 1.78893 -5.47052  0.00
H -0.37316 0.19042 -4.29934  0.00

Force components x, y, z for each atom (eV/Å):
0.4 -0.2 -0.7
-0.1 -0.1 -0.1
-0.1 -0.1 -0.2
0.0 0.6 0.4
0.0 0.0 0.1
0.0 0.0 0.0
0.0 0.0 0.0
0.0 -0.1 0.0
0.0 0.0 -0.1
0.1 -0.3 0.1
0.0 0.0 0.0
0.0 0.0 0.0
0.0 0.0 0.0
0.0 0.0 0.1
0.0 -0.1 -0.1
0.0 0.0 0.0
0.0 0.0 0.0
0.0 0.1 0.0
0.0 0.0 0.0
0.0 -0.1 0.0
0.0 0.1 0.0
0.0 -0.2 -0.1
0.0 -0.1 0.1
0.0 0.0 0.0
0.0 0.0 0.0
0.0 0.0 0.0
0.1 0.0 0.1
-0.6 0.3 0.2
0.0 0.0 0.0
0.0 0.1 0.1
0.0 0.0 0.0
0.0 0.0 0.0
0.0 0.0 0.0
0.0 0.0 0.0
0.0 0.0 0.0
0.0 0.0 0.0
-0.2 -0.5 -0.2
-0.1 0.2 0.0
0.0 0.0 0.0
0.0 0.0 0.0
0.0 0.1 -0.1
0.3 0.0 0.0
0.0 0.0 0.0
0.0 0.0 0.0
0.0 0.0 0.0
0.0 0.0 0.0
0.0 0.0 0.0
0.0 0.0 0.0
0.0 0.0 0.0
0.0 0.0 0.0
0.0 0.0 0.0
0.0 0.0 0.0
0.0 0.0 0.0
0.0 0.0 0.0
0.0 0.0 0.0
0.0 0.0 0.0